{
  "formula": "C32H28GeKN3O3S2",
  "method": "ωB97M-V with the def2-TZVPD basis set",
  "elements": ["Ge", "K", "S", "S", "O", "O", "O", "N", "N", "N", "C", "C", "C", "C", "C", "C", "C", "C", "C", "C", "C", "C", "C", "C", "C", "C", "C", "C", "C", "C", "C", "C", "C", "C", "C", "C", "C", "C", "C", "C", "C", "C", "H", "H", "H", "H", "H", "H", "H", "H", "H", "H", "H", "H", "H", "H", "H", "H", "H", "H", "H", "H", "H", "H", "H", "H", "H", "H", "H", "H"],
  "xyz": [[-0.061, -2.344, 0.296], [-2.076, 0.055, 0.034], [0.108, 0.900, -2.904], [1.135, 2.754, -0.255], [-3.431, 1.690, 1.172], [-5.963, 3.450, -1.413], [-4.569, 0.962, -0.584], [2.516, 5.413, -2.331], [1.465, 3.032, -5.423], [0.375, 1.293, 2.489], [-3.707, 3.168, -0.649], [-2.574, -5.387, -1.392], [1.237, 2.767, -4.326], [1.184, -3.650, 1.260], [3.593, 0.344, 1.788], [-1.751, -4.692, -0.525], [3.138, -5.209, 2.557], [1.220, -3.773, 2.644], [-2.636, -5.028, -2.728], [-1.852, -3.982, -3.184], [0.944, 2.360, -3.006], [-2.411, 3.660, -0.614], [4.169, 0.101, -0.522], [2.397, 1.583, 0.126], [3.115, -5.122, 1.174], [2.148, -4.357, 0.549], [-0.965, -3.627, -0.954], [4.377, -0.233, 0.804], [1.413, 3.153, -1.969], [2.176, -4.539, 3.291], [-4.660, 3.866, -1.394], [2.023, 4.376, -2.190], [-2.037, 4.797, -1.306], [-1.035, -3.301, -2.304], [-2.982, 5.471, -2.058], [-0.630, 2.217, 2.969], [2.588, 1.240, 1.471], [1.720, 1.849, 2.537], [3.192, 1.016, -0.860], [-3.965, 1.833, 0.053], [0.313, 0.037, 3.202], [-4.288, 5.011, -2.091], [0.562, 0.157, 4.276], [2.188, 1.693, 3.530], [-1.618, 1.843, 2.703], [-1.887, -3.695, -4.228], [-0.691, -0.375, 3.120], [4.774, -0.346, -1.299], [-1.687, 3.132, -0.012], [-0.494, 3.181, 2.481], [-1.722, -4.975, 0.523], [-2.709, 6.354, -2.619], [-6.450, 3.970, -2.066], [1.092, -2.045, -0.737], [-0.430, -2.477, -2.662], [-3.289, -5.561, -3.409], [1.011, -0.672, 2.761], [3.905, -5.788, 3.058], [-5.038, 5.544, -2.671], [-1.015, 5.144, -1.245], [2.190, -4.610, 4.375], [-0.578, 2.365, 4.064], [3.778, 0.102, 2.827], [1.659, 2.926, 2.347], [3.868, -5.645, 0.593], [5.145, -0.944, 1.071], [3.048, 1.289, -1.895], [2.142, -4.275, -0.530], [0.484, -3.240, 3.237], [-3.188, -6.205, -1.029]],
  "atomic_forces_ev_per_a": [[0.64, -0.60, 0.25], [0.77, -0.59, -0.47], [-0.01, 0.01, 0.11], [-0.31, 0.14, -0.52], [0.07, 0.50, 0.93], [-0.16, -0.12, -0.03], [-0.24, -0.39, -0.46], [0.01, -0.03, -0.03], [0.04, 0.10, 0.02], [0.05, 0.21, 0.18], [-0.32, -0.23, 0.05], [-0.16, -0.23, 0.02], [0.24, 0.42, -1.30], [-0.37, 0.27, 0.00], [0.09, -0.05, 0.01], [0.04, -0.10, 0.30], [0.14, -0.12, 0.16], [-0.24, 0.14, 0.14], [-0.10, -0.15, -0.20], [-0.15, -0.10, -0.27], [-0.38, -0.57, 1.41], [-0.13, 0.12, 0.06], [0.12, -0.04, 0.08], [0.08, -0.05, -0.13], [0.19, -0.17, -0.07], [0.08, -0.02, -0.30], [-0.08, 0.14, 0.17], [0.16, -0.13, 0.01], [-0.67, -1.19, 0.60], [0.14, -0.12, 0.30], [0.14, 0.16, -0.12], [0.69, 1.28, -0.26], [0.18, 0.06, 0.03], [0.22, 0.25, -0.09], [0.05, 0.06, -0.03], [-0.01, -0.02, 0.05], [0.06, 0.08, 0.00], [0.06, -0.06, -0.13], [-0.06, 0.05, -0.09], [-0.70, 0.87, -0.17], [0.04, -0.04, -0.05], [-0.14, 0.03, -0.06], [-0.03, 0.06, -0.03], [-0.07, 0.10, -0.10], [-0.11, 0.09, 0.09], [0.00, 0.03, -0.04], [0.00, -0.12, 0.00], [0.01, -0.04, -0.05], [0.10, -0.06, 0.06], [-0.07, 0.06, -0.03], [-0.05, -0.03, 0.03], [0.01, 0.05, -0.02], [0.24, -0.08, 0.18], [0.01, 0.30, -0.14], [0.04, 0.09, -0.12], [-0.02, -0.02, -0.02], [-0.02, -0.10, 0.00], [0.00, -0.03, 0.01], [0.01, -0.01, 0.02], [0.08, 0.05, -0.11], [-0.05, 0.04, -0.01], [0.00, 0.03, -0.02], [-0.09, -0.05, 0.09], [-0.03, -0.04, 0.13], [-0.04, 0.02, -0.04], [0.05, -0.08, 0.04], [-0.08, -0.01, 0.01], [0.06, -0.03, -0.12], [-0.04, 0.04, 0.05], [0.01, -0.02, 0.03]],
  "lowdin_charge": [0.802, 0.593, 0.596, 0.999, -0.162, 0.053, -0.040, 0.117, 0.146, -0.264, -0.056, -0.130, -0.322, -0.392, -0.058, -0.145, -0.141, -0.157, -0.137, -0.116, -0.841, -0.029, -0.089, -0.425, -0.123, -0.147, -0.423, -0.099, -0.610, -0.131, -0.262, -0.342, -0.083, -0.153, -0.101, -0.102, -0.237, -0.211, -0.084, -0.772, -0.126, -0.049, 0.085, 0.119, 0.063, 0.092, 0.071, 0.099, 0.072, 0.076, 0.089, 0.095, 0.095, -0.080, 0.073, 0.082, 0.054, 0.082, 0.101, 0.095, 0.085, 0.084, 0.106, 0.097, 0.087, 0.092, 0.092, 0.084, 0.078, 0.085],
  "total_charge": -2,
  "mol_weight_g_mol": 678.436,
  "de_lowest_ev": 0.200,
  "orbital_gap_ev": 6.14,
  "e_tot_ev": -138764.29024,
  "spin_multiplicity": 1,
  "e_homo_ev": -1.98
}


{
  "formula": "C4H12N2O2",
  "method": "ωB97M-V with the def2-TZVPD basis set",
  "elements": ["O", "O", "N", "N", "C", "C", "C", "C", "H", "H", "H", "H", "H", "H", "H", "H", "H", "H", "H", "H"],
  "xyz": [[1.548, 1.774, 0.951], [-2.696, 0.969, 1.107], [0.370, -2.478, 0.958], [0.203, -0.027, 0.998], [-0.318, -1.318, 0.525], [0.057, 0.996, -1.967], [1.287, 0.581, -1.120], [1.053, 0.829, 0.358], [-1.738, 0.893, 0.978], [1.492, -0.480, -1.269], [0.370, -2.720, 1.937], [-1.352, -1.353, 0.857], [-0.865, 0.847, -1.413], [-0.327, -1.296, -0.557], [-0.015, 0.378, -2.857], [0.145, 0.178, 1.988], [0.144, 2.044, -2.225], [2.169, 1.117, -1.441], [1.257, -2.695, 0.537], [-2.781, 1.761, 1.656]],
  "atomic_forces_ev_per_a": [[-0.11, -0.18, -0.12], [0.25, 0.27, 0.20], [0.13, -0.98, 0.10], [-0.13, 0.10, 0.06], [0.06, 0.50, 0.35], [0.41, -0.32, 0.40], [-0.50, -0.34, -0.05], [0.46, 0.40, -0.22], [-0.12, -0.02, -0.05], [0.03, -0.06, -0.02], [-0.15, 0.31, -0.07], [-0.12, -0.19, 0.02], [-0.16, 0.07, 0.07], [-0.05, 0.02, -0.14], [0.07, 0.16, -0.24], [-0.02, -0.17, -0.01], [-0.16, 0.14, -0.17], [0.15, 0.20, 0.12], [0.06, 0.27, -0.08], [-0.12, -0.20, -0.16]],
  "lowdin_charge": [0.050, -0.068, 0.027, 0.045, -0.281, -0.073, -0.154, -0.513, -0.011, 0.098, 0.075, 0.116, 0.062, 0.110, 0.073, 0.144, 0.076, 0.111, 0.070, 0.044],
  "total_charge": 0,
  "smiles": "CCC(=O)NCN.O",
  "mol_weight_g_mol": 120.152,
  "de_lowest_ev": 0.971,
  "orbital_gap_ev": 10.35,
  "e_tot_ev": -11418.24576,
  "spin_multiplicity": 1,
  "e_homo_ev": -9.58
}


{
  "formula": "C4H12NO6",
  "method": "ωB97M-V with the def2-TZVPD basis set",
  "elements": ["O", "O", "O", "O", "O", "O", "N", "C", "C", "C", "C", "H", "H", "H", "H", "H", "H", "H", "H", "H", "H", "H", "H"],
  "xyz": [[-1.503, 1.214, -1.826], [-0.550, -1.321, -2.109], [0.840, -2.018, 0.047], [1.712, -1.515, 2.041], [2.074, -1.858, -2.333], [-2.444, 0.281, 1.389], [-0.284, 0.762, 0.943], [-1.361, -0.108, 0.987], [1.239, -1.266, 0.949], [1.057, 0.287, 0.607], [-0.321, 1.950, 1.846], [0.178, 2.803, 1.347], [1.819, 0.825, 1.156], [-1.061, 1.354, -1.003], [-1.386, 2.246, 2.065], [-1.235, -1.110, 0.564], [-0.785, -0.388, -2.030], [-0.105, -1.581, -1.242], [1.891, -2.071, -1.418], [0.196, 1.771, 2.797], [-2.400, 0.922, -1.606], [1.241, 0.430, -0.495], [1.188, -1.608, -2.674]],
  "atomic_forces_ev_per_a": [[-0.93, 0.17, -1.25], [0.04, -0.58, 0.56], [-0.47, -1.42, -0.50], [0.41, -0.43, 1.00], [0.26, 0.24, -1.31], [-0.41, -0.34, 0.14], [-0.13, 0.20, 1.18], [-0.02, 1.27, 0.10], [-0.05, 2.28, -0.15], [0.38, -1.12, -1.32], [-0.98, 0.32, -0.60], [-0.21, -0.45, 0.16], [-0.09, 0.28, 0.24], [0.45, 0.20, 1.28], [1.15, -0.49, -0.34], [0.40, 0.13, 0.03], [-0.01, 0.01, -0.13], [-0.37, 0.27, -0.74], [-0.16, -0.13, 0.52], [-0.06, -0.25, -0.23], [0.31, 0.12, 0.11], [-0.08, -0.09, 0.91], [0.56, -0.19, 0.34]],
  "lowdin_charge": [-0.036, -0.118, -0.086, 0.007, -0.113, -0.010, -0.150, -0.310, -0.700, -0.083, -0.047, 0.083, 0.103, 0.002, 0.090, 0.136, -0.024, 0.003, -0.028, 0.087, 0.070, 0.123, 0.002],
  "total_charge": -1,
  "mol_weight_g_mol": 170.141,
  "de_lowest_ev": 0.542,
  "orbital_gap_ev": 8.55,
  "e_tot_ev": -18120.36799,
  "spin_multiplicity": 1,
  "e_homo_ev": -5.34
}


Please write out number 2 again, unchanged.
{
  "formula": "C4H12N2O2",
  "method": "ωB97M-V with the def2-TZVPD basis set",
  "elements": ["O", "O", "N", "N", "C", "C", "C", "C", "H", "H", "H", "H", "H", "H", "H", "H", "H", "H", "H", "H"],
  "xyz": [[1.548, 1.774, 0.951], [-2.696, 0.969, 1.107], [0.370, -2.478, 0.958], [0.203, -0.027, 0.998], [-0.318, -1.318, 0.525], [0.057, 0.996, -1.967], [1.287, 0.581, -1.120], [1.053, 0.829, 0.358], [-1.738, 0.893, 0.978], [1.492, -0.480, -1.269], [0.370, -2.720, 1.937], [-1.352, -1.353, 0.857], [-0.865, 0.847, -1.413], [-0.327, -1.296, -0.557], [-0.015, 0.378, -2.857], [0.145, 0.178, 1.988], [0.144, 2.044, -2.225], [2.169, 1.117, -1.441], [1.257, -2.695, 0.537], [-2.781, 1.761, 1.656]],
  "atomic_forces_ev_per_a": [[-0.11, -0.18, -0.12], [0.25, 0.27, 0.20], [0.13, -0.98, 0.10], [-0.13, 0.10, 0.06], [0.06, 0.50, 0.35], [0.41, -0.32, 0.40], [-0.50, -0.34, -0.05], [0.46, 0.40, -0.22], [-0.12, -0.02, -0.05], [0.03, -0.06, -0.02], [-0.15, 0.31, -0.07], [-0.12, -0.19, 0.02], [-0.16, 0.07, 0.07], [-0.05, 0.02, -0.14], [0.07, 0.16, -0.24], [-0.02, -0.17, -0.01], [-0.16, 0.14, -0.17], [0.15, 0.20, 0.12], [0.06, 0.27, -0.08], [-0.12, -0.20, -0.16]],
  "lowdin_charge": [0.050, -0.068, 0.027, 0.045, -0.281, -0.073, -0.154, -0.513, -0.011, 0.098, 0.075, 0.116, 0.062, 0.110, 0.073, 0.144, 0.076, 0.111, 0.070, 0.044],
  "total_charge": 0,
  "smiles": "CCC(=O)NCN.O",
  "mol_weight_g_mol": 120.152,
  "de_lowest_ev": 0.971,
  "orbital_gap_ev": 10.35,
  "e_tot_ev": -11418.24576,
  "spin_multiplicity": 1,
  "e_homo_ev": -9.58
}